DFT (ωB97M-V with the def2-TZVPD basis set) results for a molecular structure, C20H23ClF4I2N4STl.

Atoms and positions in Å:
Tl: -0.23123 -0.11364 -0.57141
C: 2.83720 -3.03874 1.27947
C: 1.83610 -2.31844 0.38994
N: 1.64731 -0.87493 0.69165
C: 2.89509 -0.07967 0.56012
C: 3.65851 -0.32128 -0.72918
C: 1.08208 -0.64336 2.03604
C: -0.31221 -1.21619 2.20271
N: -1.24798 -0.66367 1.21215
C: -2.42067 -1.44074 1.07084
C: -2.47644 -2.58677 0.28634
F: -1.35852 -2.97940 -0.35452
C: -3.64254 -3.31248 0.13771
F: -3.63161 -4.40873 -0.61775
C: -4.80079 -2.91732 0.77714
C: -4.76111 -1.78640 1.56913
F: -5.85669 -1.37672 2.20819
C: -3.59139 -1.06236 1.71717
F: -3.58441 0.03256 2.49282
H: 2.90675 -4.07721 0.95719
H: 2.53371 -3.04503 2.32645
H: 3.83596 -2.60813 1.21369
H: 0.86062 -2.80029 0.45934
H: 2.13286 -2.38756 -0.65616
H: 3.54032 -0.29080 1.41939
H: 2.60436 0.97063 0.63717
H: 4.15318 -1.29165 -0.73874
H: 4.43165 0.43992 -0.82901
H: 3.01173 -0.26698 -1.60504
H: 1.05338 0.43953 2.18596
H: 1.73491 -1.05950 2.80698
H: -0.65836 -0.94800 3.20482
H: -0.28791 -2.30917 2.15639
H: -5.71465 -3.48394 0.66895
I: -3.28106 -2.45158 -3.65613
C: -3.17805 -0.34205 -3.70684
I: -3.36617 0.56206 -1.79576
H: -3.99851 0.03168 -4.30586
H: -2.21717 -0.04718 -4.10786
Cl: 0.30534 -0.44743 -2.84091
N: -1.61380 2.23770 1.53464
C: -0.68944 2.79693 0.75554
N: 0.07989 2.12634 -0.08685
C: 0.92857 2.99171 -0.79865
C: 1.83755 2.62523 -1.78242
C: 2.60670 3.61106 -2.37756
C: 2.47646 4.94836 -2.00869
C: 1.56274 5.32553 -1.03962
C: 0.79646 4.33389 -0.44782
S: -0.42438 4.51218 0.78640
H: -1.64663 1.21593 1.62060
H: -2.13623 2.80105 2.18194
H: 1.92663 1.59522 -2.09994
H: 3.31430 3.33649 -3.14804
H: 3.08705 5.70076 -2.48788
H: 1.45056 6.36257 -0.75423

Computed properties:
Total charge: +1
LUMO energy (eV): -3.484
HOMO-LUMO gap (eV): 8.054
Largest force on an atom (hartree/bohr): 0.004
HOMO level (eV): -11.54
DFT total energy (eV): -82191.26411
Energy above the lowest of the compared OMol25 structures with the same formula, charge and spin (kcal per mole): 0.9

***

DFT (ωB97M-V with the def2-TZVPD basis set) results for 2 unconnected molecules or ions with the total composition C9H12O.

Atoms and positions in Å:
C: 2.02379 -0.90938 1.89227
C: 1.68662 -0.58114 0.78540
C: 1.26255 -0.12883 -0.48424
C: 0.73036 -1.00274 -1.43141
C: 1.61487 1.27377 -0.86257
H: 2.32127 -1.14160 2.87804
H: 0.89758 -0.79894 -2.48018
H: 0.66817 -2.05154 -1.17406
H: 1.46318 1.95810 -0.02887
H: 2.66634 1.30406 -1.16263
H: 0.99523 1.59014 -1.70353
C: -1.39220 1.48018 0.68392
C: -1.27117 0.19765 0.32924
C: -1.57407 -0.94158 1.25648
C: -1.20609 -0.16120 -1.23331
O: -1.34992 0.72699 -2.06917
H: -1.58224 1.77795 1.70373
H: -1.25229 2.26347 -0.04613
H: -1.72575 -0.60671 2.28179
H: -2.47664 -1.46121 0.92652
H: -0.75427 -1.66169 1.25725
H: -1.74532 -1.12573 -1.31853

Computed properties:
LUMO energy (eV): -0.427
HOMO-LUMO gap (eV): 8.491
Largest force on an atom (hartree/bohr): 0.079
HOMO level (eV): -8.92
DFT total energy (eV): -11570.30277
Energy above the lowest of the compared OMol25 structures with the same formula, charge and spin (kcal per mole): 106.7

***

DFT (ωB97M-V with the def2-TZVPD basis set) results for a molecular structure, C14H24ClCoN5O6.

Atoms and positions in Å:
O: -1.34305 -2.75073 -1.81878
H: -1.21131 -3.33553 -2.57146
Co: 0.15594 -0.23351 -0.10621
N: -1.67797 -0.25251 -0.41566
N: 0.21096 0.73485 -1.69788
N: -0.03225 -0.75031 1.68470
N: 1.73380 0.50546 0.52284
O: -2.61608 -0.58934 0.36914
O: -1.04552 -1.37787 2.30766
O: 2.55204 1.34542 -0.11554
O: 1.17075 1.43365 -2.21374
C: -0.91935 0.57461 -2.45734
C: -1.99370 0.03896 -1.72544
C: 1.00481 -0.44810 2.49566
C: 2.02408 0.27164 1.82391
C: -3.32472 -0.36207 -2.22018
H: -3.40639 -1.44591 -2.08071
H: -3.43277 -0.13647 -3.28658
H: -4.12989 0.13260 -1.65873
C: -0.85401 0.88234 -3.90404
H: -0.07444 0.28964 -4.40457
H: -0.62165 1.94259 -4.06596
H: -1.80793 0.65417 -4.38799
C: 0.99255 -0.75388 3.94613
C: 3.26160 0.80418 2.45501
H: 0.23663 -1.50171 4.18586
H: 0.77583 0.15606 4.52337
H: 1.97694 -1.12484 4.25275
H: 3.73157 1.56045 1.81419
H: 3.99464 -0.00062 2.63038
H: 3.03874 1.25449 3.43408
H: -1.81204 -1.31852 1.64161
H: 2.09109 1.43849 -1.06693
C: 0.73270 -1.84442 -0.88149
H: -0.31109 -2.41212 -1.47974
H: 1.07912 -2.58530 -0.13804
H: 1.50213 -1.70342 -1.65938
O: -2.42444 -3.70852 0.36743
H: -1.98131 -3.39777 -0.47588
H: -1.71930 -3.92909 1.00621
Cl: -3.03672 3.15030 3.69935
C: -1.95992 3.19114 2.37469
C: -1.46359 4.39774 1.87938
C: -0.56769 4.36378 0.81250
C: -0.20353 3.11493 0.28967
N: -0.68336 1.97629 0.77568
C: -1.54064 1.98456 1.79538
H: -1.77227 5.33119 2.34613
H: -0.13017 5.25127 0.36671
H: 0.48131 3.04525 -0.55776
H: -1.89982 1.03994 2.19280

Computed properties:
<S²>: 6.119
Total charge: +1
Multiplicity: 5
LUMO energy (spin up / spin down) (eV): -4.767 / -6.522
HOMO-LUMO gap (spin up / spin down) (eV): 5.986 / 6.001
Largest force on an atom (hartree/bohr): 0.064
HOMO level (spin up / spin down) (eV): -10.75 / -12.52
DFT total energy (eV): -84775.83495

***

DFT (ωB97M-V with the def2-TZVPD basis set) results for a molecular structure, C46H36CrN6O5P2S6Se2.

Atoms and positions in Å:
Cr: 1.62487 0.34828 1.43807
S: 0.21764 3.34493 8.17125
C: 0.99618 2.67208 6.85657
S: 2.47327 3.24663 6.20071
C: 2.70294 2.08910 4.88430
C: 1.70356 1.17109 4.80271
S: 1.42719 -0.16826 3.70439
S: 0.41394 1.31984 5.98770
S: 4.13653 2.28494 3.96808
Se: -5.12357 2.24726 0.28824
P: -4.35469 0.32091 -0.10149
C: -4.72348 -0.17383 -1.81081
C: -6.08065 -0.28798 -2.12359
C: -6.47464 -0.63751 -3.40175
C: -5.52200 -0.87424 -4.38832
C: -4.17738 -0.75956 -4.08403
C: -3.78499 -0.40926 -2.79735
C: -5.16782 -1.02318 0.81777
C: -4.74680 -2.33313 0.59981
C: -5.36579 -3.37736 1.26355
C: -6.40833 -3.11601 2.14668
C: -6.82638 -1.81277 2.36136
C: -6.20612 -0.76222 1.69493
C: -2.63813 0.12176 0.42923
C: -1.30487 0.23567 0.02668
N: -0.56219 0.17287 1.16717
N: -1.38399 -0.00075 2.18939
N: -2.62063 -0.02975 1.77364
P: -0.39077 0.33714 -1.49929
Se: 1.70779 0.72192 -1.20716
C: -1.17563 1.67301 -2.44645
C: -0.97311 1.85342 -3.81434
C: -1.53828 2.93515 -4.46821
C: -2.30126 3.85749 -3.76367
C: -2.48201 3.70061 -2.39939
C: -1.91658 2.61849 -1.74056
C: -0.60424 -1.30696 -2.27579
C: -0.74069 -2.38340 -1.39845
C: -0.78378 -3.68441 -1.87422
C: -0.69254 -3.93172 -3.23620
C: -0.54864 -2.86823 -4.11443
C: -0.49829 -1.56578 -3.63944
H: -6.82533 -0.09199 -1.36148
H: -7.52911 -0.72445 -3.63208
H: -5.83360 -1.14716 -5.38893
H: -3.42156 -0.94331 -4.83791
H: -2.73779 -0.32460 -2.57807
H: -3.92795 -2.53352 -0.08380
H: -5.03281 -4.39460 1.09966
H: -6.88797 -3.93263 2.67194
H: -7.62994 -1.60710 3.05732
H: -6.50717 0.26537 1.86135
H: -0.34723 1.17818 -4.37793
H: -1.37395 3.06040 -5.53109
H: -2.74871 4.69838 -4.27847
H: -3.07763 4.40624 -1.83559
H: -2.08042 2.50586 -0.67671
H: -0.81867 -2.20382 -0.33358
H: -0.88746 -4.50567 -1.17549
H: -0.72626 -4.94734 -3.60907
H: -0.46656 -3.04873 -5.17901
H: -0.36677 -0.76555 -4.35117
O: 1.39500 2.26133 1.61403
S: 2.47766 3.35173 1.43013
C: 2.00611 4.54540 2.71996
C: 1.45941 5.78993 2.03352
C: 0.70946 5.29218 0.80100
C: 1.68784 4.34805 0.11660
H: 2.86245 4.67761 3.37706
H: 1.23037 4.00693 3.26821
H: 2.28292 6.43697 1.71606
H: 0.83745 6.36597 2.71995
H: 0.39571 6.10232 0.13960
H: -0.18352 4.73885 1.10303
H: 2.48817 4.88817 -0.39541
H: 1.25439 3.62767 -0.57517
N: 1.44367 -7.05410 0.23119
C: 1.53173 -5.92989 0.44972
C: 1.59917 -4.51915 0.72405
C: 2.53344 -3.72077 0.07931
C: 2.51519 -2.36010 0.33231
N: 1.63480 -1.80141 1.16345
C: 0.76507 -2.57812 1.81520
C: 0.70600 -3.94555 1.62177
H: 3.25725 -4.13707 -0.60565
H: 3.22042 -1.69319 -0.14236
H: 0.09041 -2.07446 2.49781
H: -0.01898 -4.54317 2.15496
O: 4.10090 1.46238 -0.45435
C: 4.37385 0.61496 0.41302
O: 3.51046 0.23238 1.31447
C: 5.67235 -0.07426 0.44124
C: 6.60540 0.16158 -0.58355
C: 7.79115 -0.52837 -0.64705
C: 8.09218 -1.49930 0.33543
C: 7.17368 -1.72277 1.38689
C: 5.99295 -1.01979 1.43215
N: 9.26838 -2.22451 0.26128
O: 9.50673 -3.10933 1.14357
O: 10.07916 -1.99133 -0.69309
H: 6.36062 0.89615 -1.34044
H: 8.50958 -0.36158 -1.43543
H: 7.42910 -2.44930 2.14343
H: 5.29312 -1.17329 2.24494

Computed properties:
<S²>: 6.083
Total charge: -2
Multiplicity: 5
LUMO energy (spin up / spin down) (eV): 2.747 / 2.657
HOMO-LUMO gap (spin up / spin down) (eV): 3.245 / 4.659
Largest force on an atom (hartree/bohr): 0.013
HOMO level (spin up / spin down) (eV): -0.50 / -2.00
DFT total energy (eV): -310170.44058
Energy above the lowest of the compared OMol25 structures with the same formula, charge and spin (kcal per mole): 0.0

***

DFT (ωB97M-V with the def2-TZVPD basis set) results for 2 unconnected molecules or ions with the total composition C4H4S.

Atoms and positions in Å:
C: -1.66374 -0.05471 1.09919
C: -1.65241 0.23088 -0.16436
S: -1.48489 0.61063 -1.62838
H: -2.40320 0.25361 1.76920
H: -1.18852 -0.91234 1.48361
C: 2.08330 0.34546 -0.18647
C: 2.20172 -0.31593 -1.15953
H: 1.89122 0.89655 0.71791
H: 2.21653 -1.05416 -1.93117

Computed properties:
LUMO energy (eV): 0.060
HOMO-LUMO gap (eV): 8.658
Largest force on an atom (hartree/bohr): 0.041
HOMO level (eV): -8.60
DFT total energy (eV): -15044.00833
Energy above the lowest of the compared OMol25 structures with the same formula, charge and spin (kcal per mole): 84.7